Entry 1:
ORCA calculation (the ωB97M-V functional and the def2-TZVPD basis) on a single C6H8N6 molecule.

The value obtained for the HOMO energy is -9.1378 eV. As for the SMILES: CCNc1ncnc2nn[nH]c12.

Structure (ORCA input):
```
! RIJCOSX wB97M-V def2-TZVPD def2/J DEFGRID3
* xyz 0 1
C -2.771 0.072 0.702
C -2.087 -0.680 -0.525
C 0.148 0.164 -0.124
C 0.870 2.323 -0.287
C 2.469 0.751 0.321
C 1.548 -0.227 0.173
H -3.744 0.685 0.376
H -1.893 0.606 1.303
H -2.939 -0.804 1.490
H -2.612 -1.791 -0.544
H -2.022 0.106 -1.332
H -0.306 -1.810 -0.184
H 0.434 3.259 -0.271
H 1.744 -2.333 -0.506
N -0.618 -0.929 -0.289
N -0.096 1.327 -0.294
N 2.220 2.096 -0.088
N 3.707 0.046 0.160
N 3.657 -1.329 0.077
N 2.290 -1.531 -0.157
*
```

Atom charges from the natural (NBO) analysis, given in e for atoms 1 to 5:
1. C -0.65
2. C -0.25
3. C 0.44
4. C 0.27
5. C 0.21

Entry 2:
ORCA calculation (the ωB97M-V functional and the def2-TZVPD basis) on a single C6H8NOP molecule.

The value obtained for the HOMO energy is -9.4242 eV. As for the SMILES: [H]/P=C1/C(=O)N=C(C)[C@H]1C.

Structure (ORCA input):
```
! RIJCOSX wB97M-V def2-TZVPD def2/J DEFGRID3
* xyz 0 1
C -0.052 -2.385 0.814
C -0.396 -2.958 -0.482
C 0.265 -0.888 -1.162
C 0.427 -0.654 0.321
C 0.354 0.190 -2.085
C -0.713 0.241 0.894
N -0.139 -2.038 -1.535
O -0.871 -4.054 -0.579
P -0.054 -3.136 2.307
H 1.535 -0.650 0.594
H -0.440 1.009 -1.770
H -0.072 -0.039 -3.078
H 1.392 0.650 -2.071
H -1.676 -0.272 0.689
H -0.888 1.172 0.187
H -0.419 0.563 1.950
H 0.218 -1.822 3.004
*
```

Atom charges from the natural (NBO) analysis, given in e for atoms 1 to 5:
1. C -0.50
2. C 0.56
3. C 0.33
4. C -0.28
5. C -0.68

Entry 3:
ORCA calculation (the ωB97M-V functional and the def2-TZVPD basis) on a molecular structure, C6H8NP.

The value obtained for the HOMO energy is -8.5439 eV.

Structure (ORCA input):
```
! RIJCOSX wB97M-V def2-TZVPD def2/J DEFGRID3
* xyz 0 1
C 2.354 -0.450 -0.104
C 1.909 -0.224 1.229
C 1.443 -0.151 -1.048
C 0.580 0.156 1.521
C 0.141 0.163 -0.806
C -0.291 0.162 0.471
N -2.169 0.497 0.632
P -3.239 -0.369 -0.255
H 3.428 -0.498 -0.260
H 2.482 -0.311 2.205
H 1.679 -0.188 -2.072
H 0.474 0.336 2.576
H -0.463 0.443 -1.634
H -2.394 1.501 0.541
H -2.530 -1.566 -0.172
H -2.943 -0.424 -1.664
*
```

Atom charges from the natural (NBO) analysis, given in e for atoms 1 to 5:
1. C -0.23
2. C -0.18
3. C -0.20
4. C -0.29
5. C -0.28

Entry 4:
ORCA calculation (the ωB97M-V functional and the def2-TZVPD basis) on 2 unconnected molecules or ions with the total composition C6H8NS2.

The value obtained for the HOMO energy (spin up / spin down) is -13.6244 / -13.6244 eV.

Structure (ORCA input):
```
! RIJCOSX wB97M-V def2-TZVPD def2/J DEFGRID3
* xyz 1 1
C -2.404 1.183 0.351
C -1.746 1.422 -0.777
C -1.793 0.679 1.450
C -0.446 0.927 -0.817
C -0.490 0.330 1.347
C 2.681 -1.292 -0.644
N 0.179 0.472 0.206
S 2.717 0.479 -0.371
S 4.497 0.767 0.285
H -3.412 1.516 0.538
H -2.250 1.798 -1.700
H -2.579 0.511 2.210
H 0.311 1.054 -1.652
H 0.090 -0.154 2.214
H 3.602 -1.677 -1.093
H 1.871 -1.639 -1.221
H 2.499 -1.545 0.397
*
```

Atom charges from the natural (NBO) analysis, given in e for atoms 1 to 5:
1. C -0.14
2. C -0.23
3. C -0.24
4. C 0.05
5. C 0.04

Entry 5:
ORCA calculation (the ωB97M-V functional and the def2-TZVPD basis) on a molecular structure, C6H8Na2O6.

The value obtained for the HOMO energy is -8.3092 eV.

Structure (ORCA input):
```
! RIJCOSX wB97M-V def2-TZVPD def2/J DEFGRID3
* xyz 0 1
O -1.070 -2.095 -1.765
C -0.192 -2.003 -0.746
C -0.862 -1.174 -2.840
O -0.427 -2.651 0.273
O 0.695 -1.101 -0.930
C -1.055 0.221 -2.273
H -1.634 -1.385 -3.588
H 0.158 -1.255 -3.234
H -2.098 0.281 -1.935
H -0.923 0.892 -3.132
O 0.104 1.698 0.857
C -0.943 1.325 0.090
C 0.035 1.453 2.277
O -0.536 1.353 -1.130
O 1.812 -0.123 1.888
C 1.401 0.913 2.697
H -0.762 0.718 2.459
H -0.210 2.398 2.784
H 1.310 0.642 3.771
H 2.123 1.759 2.669
Na 1.766 0.339 0.123
Na 1.310 -2.205 1.685
*
```

Atom charges from the natural (NBO) analysis, given in e for atoms 1 to 5:
1. O -0.53
2. C 0.97
3. C -0.11
4. O -0.78
5. O -0.89

Entry 6:
ORCA calculation (the ωB97M-V functional and the def2-TZVPD basis) on a molecular structure, C6H8O2.

The value obtained for the HOMO energy is -9.0863 eV.

Structure (ORCA input):
```
! RIJCOSX wB97M-V def2-TZVPD def2/J DEFGRID3
* xyz 0 1
C 1.524 -0.893 0.192
C -1.244 1.462 0.113
C -1.507 -1.058 -0.171
C 2.451 0.307 0.100
C 0.620 0.060 -0.726
C -0.596 0.134 -0.160
O 1.597 1.102 -0.588
O 3.571 0.538 0.450
H 1.280 -1.222 1.200
H 1.842 -1.744 -0.397
H -1.988 1.663 -0.661
H -0.502 2.259 0.103
H -1.773 1.445 1.072
H -2.227 -0.967 -0.985
H -2.092 -1.104 0.756
H -0.956 -1.981 -0.296
*
```

Atom charges from the natural (NBO) analysis, given in e for atoms 1 to 5:
1. C -0.56
2. C -0.67
3. C -0.65
4. C 0.79
5. C 0.18

Entry 7:
ORCA calculation (the ωB97M-V functional and the def2-TZVPD basis) on a single C6H8O2 molecule.

The value obtained for the HOMO energy is -8.5123 eV. As for the SMILES: C=C1CO[C@@H]2C[C@@]12O.

Structure (ORCA input):
```
! RIJCOSX wB97M-V def2-TZVPD def2/J DEFGRID3
* xyz 0 1
C -0.216 0.795 0.440
C -0.604 1.895 -0.446
C -0.085 0.621 -1.159
C 0.891 -1.145 -0.312
C -0.246 -0.681 0.578
C -0.958 -1.615 1.257
H 1.651 1.339 0.182
H -1.574 2.140 -0.717
H -0.113 2.864 -0.268
H -0.909 -0.039 -1.520
H 1.812 -1.537 0.192
H 0.610 -1.951 -1.060
H -0.615 -2.620 1.150
H -1.905 -1.349 1.756
O 0.993 1.249 1.052
O 1.268 0.034 -1.125
*
```

Atom charges from the natural (NBO) analysis, given in e for atoms 1 to 5:
1. C 0.14
2. C -0.40
3. C 0.03
4. C -0.13
5. C -0.02

Entry 8:
ORCA calculation (the ωB97M-V functional and the def2-TZVPD basis) on a single C6H8O2 molecule.

The value obtained for the HOMO energy is -8.0543 eV. As for the SMILES: C[C@]1(O)[C@@H]2C=CO[C@@H]21.

Structure (ORCA input):
```
! RIJCOSX wB97M-V def2-TZVPD def2/J DEFGRID3
* xyz 0 1
C 1.099 -0.308 -1.252
C -0.305 -0.505 -0.683
C -0.451 -0.911 0.837
C 0.854 0.677 1.656
C -0.239 1.372 1.117
C -1.020 0.390 0.318
H 1.808 -0.071 -0.365
H 1.445 -1.361 -1.648
H 0.946 0.552 -1.982
H -1.729 -0.529 -2.321
H -1.085 -1.610 1.399
H 1.742 1.209 2.056
H -0.378 2.346 0.995
H -2.078 0.477 -0.024
O -1.360 -1.073 -1.522
O 0.751 -0.656 1.417
*
```

Atom charges from the natural (NBO) analysis, given in e for atoms 1 to 5:
1. C -0.66
2. C 0.26
3. C 0.06
4. C 0.11
5. C -0.30